# C4H12

A cluster of 2 separate species, C4H12 in total in a non-equilibrium geometry (wB97M-V/def2-TZVPD, the OMol25 dataset).

The geometry in ORCA input format:
```
! RIJCOSX wB97M-V def2-TZVPD def2/J DEFGRID3
* xyz 0 1
C 0.29 -1.53 0.42
C 0.18 -3.02 0.82
H 1.27 -1.17 0.11
H -0.26 -1.25 -0.50
H 0.07 -0.82 1.21
H 0.22 -3.64 -0.06
H -0.74 -3.13 1.43
H 1.00 -3.29 1.51
C 0.36 1.91 -0.30
C -0.90 2.55 -0.88
H 0.87 1.18 -1.01
H 1.11 2.69 -0.22
H 0.23 1.41 0.67
H -0.62 3.02 -1.80
H -1.64 1.77 -1.13
H -1.44 3.31 -0.28
*
```

frontier orbital gap: 12.6 eV
energy relative to the best compared isomer or geometry (same formula, charge and spin): 8.8 kcal/mol
structure (SMILES): CC.CC
F_max: 2.012 eV/A
lowest unoccupied orbital energy: 1.114 eV